[1]
ORCA calculation (ωB97M-V with the def2-TZVPD basis set) on a molecular structure, C28H29FMoNO at a distorted geometry.

The geometry in XYZ format:
```
61
C28H29FMoNO (ωB97M-V with the def2-TZVPD basis set)
C 2.28 -0.01 2.25
C 2.37 -0.76 1.03
C 2.45 0.18 -0.06
H 2.47 -1.83 0.93
C 2.40 1.51 0.48
C 2.30 1.39 1.92
H 2.53 2.43 -0.08
C -1.27 -2.56 2.66
C 0.04 -2.87 2.18
C -0.04 -2.99 0.77
H 0.94 -2.98 2.78
C -1.38 -2.69 0.36
C -2.15 -2.51 1.55
H 2.62 -0.09 -1.10
H 2.24 2.22 2.62
H 2.33 -0.42 3.25
H -3.24 -2.36 1.56
H 0.80 -3.20 0.08
H -1.56 -2.39 3.70
Mo 0.49 0.47 1.03
C -1.72 -2.01 -0.96
C -3.21 -1.71 -1.15
C -1.16 -2.79 -2.13
H -3.81 -2.62 -1.05
H -3.39 -1.29 -2.15
H -3.58 -0.98 -0.43
H -1.58 -3.81 -2.10
H -0.07 -2.88 -2.09
H -1.44 -2.34 -3.08
C -0.96 -0.63 -0.68
C -0.82 0.72 -1.34
H 0.12 -1.01 -0.52
H -1.44 -0.34 0.29
O -0.10 1.51 -0.58
N -1.14 1.18 -2.55
C -0.24 2.22 -3.11
H -2.14 1.30 -2.75
C 1.11 1.60 -3.31
C 2.31 2.27 -3.04
H 2.29 3.29 -2.65
C 3.54 1.63 -3.30
H 4.48 2.13 -3.07
C 3.56 0.34 -3.85
H 4.50 -0.15 -4.07
C 2.36 -0.33 -4.10
H 2.33 -1.35 -4.48
C 1.14 0.31 -3.85
H 0.18 -0.16 -4.07
H -0.15 3.12 -2.47
H -0.69 2.45 -4.08
F -2.50 3.16 5.92
C -1.99 2.39 4.91
C -1.00 1.45 5.21
C -0.43 0.72 4.16
C -0.80 1.02 2.85
C -1.86 1.87 2.59
C -2.46 2.61 3.62
H -0.69 1.29 6.24
H 0.31 -0.05 4.35
H -2.21 2.02 1.57
H -3.25 3.32 3.41
```

- Total charge: +1
- Calculated total energy: -1381.9650 Ha
- Energy above the lowest of the compared OMol25 structures with the same formula, charge and spin: 247.6 kJ/mol
- Multiplicity: 3
- HOMO (alpha / beta): -9.6 / -9.9 eV

[2]
ORCA calculation (ωB97M-V with the def2-TZVPD basis set) on C28H29FN2O4S2 in the gas phase at a distorted geometry.

The geometry in XYZ format:
```
66
C28H29FN2O4S2 (ωB97M-V with the def2-TZVPD basis set)
C 4.75 -4.15 0.48
N 4.81 -2.71 0.44
C 6.11 -2.16 0.14
C 6.18 -0.66 0.39
C 5.01 0.05 -0.28
C 3.71 -0.62 -0.03
C 2.51 0.01 -0.37
C 1.31 -0.41 0.18
C 0.02 0.45 0.20
C -1.27 -0.40 0.02
C -1.27 -1.62 -0.66
C -2.39 -2.44 -0.65
C -3.62 -1.97 -0.14
C -3.67 -0.63 0.33
C -2.48 0.03 0.57
C -4.99 0.01 0.59
C -6.04 -0.99 1.09
C -6.04 -2.27 0.27
N -4.71 -2.78 0.01
C -4.62 -4.19 -0.28
C 0.01 1.59 -0.69
F -0.08 1.20 -2.02
S -1.47 2.76 -0.29
O -2.61 2.51 -1.14
O -1.62 2.77 1.16
C -0.79 4.38 -0.65
C -1.54 5.54 -0.53
C -0.87 6.77 -0.60
C 0.51 6.81 -0.80
C 1.25 5.63 -0.88
C 0.58 4.42 -0.73
S 1.44 2.86 -0.52
O 1.89 2.73 0.85
O 2.39 2.84 -1.63
C 1.30 -1.63 0.89
C 2.43 -2.44 0.92
C 3.67 -1.95 0.46
H 3.74 -4.52 0.26
H 5.44 -4.59 -0.25
H 5.03 -4.52 1.48
H 6.84 -2.69 0.77
H 6.38 -2.38 -0.90
H 6.16 -0.47 1.46
H 7.13 -0.28 0.00
H 4.96 1.09 0.07
H 5.17 0.12 -1.37
H 2.59 0.83 -1.08
H -0.03 0.85 1.23
H -0.36 -1.97 -1.15
H -2.33 -3.45 -1.07
H -2.51 0.86 1.27
H -4.87 0.83 1.30
H -5.36 0.47 -0.35
H -7.03 -0.54 1.05
H -5.83 -1.22 2.14
H -6.57 -2.09 -0.68
H -6.59 -3.06 0.80
H -3.75 -4.64 0.21
H -5.53 -4.68 0.10
H -4.54 -4.40 -1.36
H -2.61 5.46 -0.35
H -1.45 7.68 -0.49
H 1.03 7.77 -0.88
H 2.33 5.62 -1.02
H 0.39 -1.96 1.38
H 2.37 -3.45 1.33
```

- Total charge: 0
- Calculated total energy: -2390.9932 Ha
- SMILES: CN1CCCc2cc(C(c3ccc4c(c3)CCCN4C)C3(F)S(=O)(=O)c4ccccc4S3(=O)=O)ccc21
- HOMO: -6.9 eV

[3]
ORCA calculation (ωB97M-V with the def2-TZVPD basis set) on a molecular structure, C28H29IN2O5PdSSi at a distorted geometry.

The geometry in XYZ format:
```
68
C28H29IN2O5PdSSi (ωB97M-V with the def2-TZVPD basis set)
Pd 1.40 0.26 -0.36
C 5.27 -1.53 -0.30
C 6.03 -0.38 -0.36
C 5.43 0.81 -0.72
C 4.07 0.83 -1.00
N 3.33 -0.29 -0.88
C 3.91 -1.44 -0.55
C 3.30 2.00 -1.44
C 3.87 3.14 -1.99
C 3.06 4.18 -2.42
C 1.68 4.06 -2.30
C 1.10 2.92 -1.76
C 1.91 1.87 -1.33
H 5.70 -2.49 -0.04
H 7.09 -0.41 -0.14
H 6.00 1.73 -0.77
H 3.28 -2.31 -0.48
H 4.95 3.22 -2.09
H 3.50 5.07 -2.85
H 1.04 4.87 -2.64
H 0.03 2.87 -1.66
O -1.23 0.11 -1.88
C -1.32 0.86 -0.88
O -0.43 1.02 0.00
C -2.58 1.65 -0.67
C -3.59 1.61 -1.62
C -4.78 2.33 -1.46
C -4.89 3.08 -0.32
O -5.94 3.86 0.07
C -5.52 4.50 1.28
O -4.27 3.94 1.66
C -3.88 3.13 0.63
C -2.72 2.43 0.49
H -3.42 1.02 -2.51
H -5.56 2.31 -2.21
H -6.26 4.32 2.06
H -5.40 5.57 1.09
H -1.93 2.47 1.23
I 0.64 -5.08 -0.66
C 0.58 -2.97 -0.33
H 0.67 -2.49 -1.31
H 1.40 -2.67 0.32
S -0.86 -2.36 0.55
C -2.10 -2.87 -0.60
N -2.24 -2.16 -1.73
C -3.13 -2.46 -2.68
C -3.96 -3.55 -2.52
C -3.86 -4.29 -1.35
C -2.93 -3.95 -0.38
H -1.71 -1.21 -1.81
H -3.15 -1.81 -3.53
H -4.68 -3.79 -3.29
H -4.51 -5.14 -1.19
H -2.81 -4.53 0.52
C 2.93 -0.89 4.16
Si 1.57 -1.39 2.95
C 1.42 -3.28 3.14
C -0.06 -0.63 3.56
O 1.95 -0.94 1.46
H 2.75 -1.28 5.16
H 2.99 0.20 4.22
H 3.90 -1.25 3.82
H 1.26 -3.54 4.19
H 2.33 -3.78 2.81
H 0.58 -3.70 2.58
H 0.03 -0.25 4.57
H -0.88 -1.35 3.55
H -0.34 0.20 2.90
```

- Total charge: 0
- Calculated total energy: -2683.3974 Ha
- Energy above the lowest of the compared OMol25 structures with the same formula, charge and spin: 0.0 kJ/mol
- HOMO: -7.5 eV

[4]
ORCA calculation (ωB97M-V with the def2-TZVPD basis set) on a molecular structure, C28H29N3NiO2P at a distorted geometry.

The geometry in XYZ format:
```
64
C28H29N3NiO2P (ωB97M-V with the def2-TZVPD basis set)
Ni 0.51 -0.07 1.19
C 2.54 -0.33 -4.32
C 1.65 0.71 -4.09
C 0.72 0.61 -3.07
C 0.67 -0.52 -2.26
C 1.57 -1.56 -2.49
C 2.50 -1.47 -3.52
P -0.53 -0.71 -0.90
C -1.88 -1.68 -1.64
C -2.27 -1.45 -2.96
C -3.35 -2.15 -3.50
C -4.03 -3.07 -2.72
C -3.64 -3.31 -1.41
C -2.57 -2.61 -0.88
C -1.22 0.93 -0.60
C -2.20 1.63 -1.29
C -2.60 2.87 -0.81
C -2.02 3.38 0.35
C -1.05 2.67 1.04
C -0.63 1.42 0.58
H 3.27 -0.26 -5.12
H 1.68 1.59 -4.71
H 0.04 1.44 -2.88
H 1.55 -2.45 -1.87
H 3.19 -2.28 -3.69
H -1.72 -0.76 -3.58
H -3.65 -1.96 -4.52
H -4.87 -3.62 -3.14
H -4.17 -4.04 -0.81
H -2.28 -2.79 0.15
H -2.67 1.22 -2.18
H -3.37 3.43 -1.33
H -2.36 4.34 0.72
H -0.63 3.10 1.95
O 3.08 2.36 3.21
C 2.75 1.38 2.42
O 1.76 0.69 2.65
C 3.70 1.17 1.24
N 4.49 2.38 1.07
C 3.94 3.15 -0.08
C 2.71 2.38 -0.57
C 2.94 0.95 -0.07
H 4.33 0.31 1.51
H 5.47 2.17 0.95
H 3.86 2.79 2.75
H 4.70 3.24 -0.86
H 3.68 4.16 0.24
H 2.62 2.41 -1.65
H 1.79 2.78 -0.14
H 3.51 0.34 -0.77
H 2.00 0.41 0.12
N -3.01 -2.82 5.45
C -2.22 -2.25 4.52
C -1.73 -2.98 3.42
C -0.94 -2.35 2.50
N -0.61 -1.05 2.56
C -1.05 -0.36 3.62
C -1.85 -0.90 4.60
H -3.28 -3.78 5.38
H -3.36 -2.29 6.23
H -1.96 -4.03 3.31
H -0.55 -2.90 1.65
H -0.76 0.68 3.67
H -2.17 -0.29 5.43
```

- Total charge: +1
- Calculated total energy: -3248.6174 Ha
- Multiplicity: 3
- HOMO (alpha / beta): -10.8 / -11.2 eV

[5]
ORCA calculation (ωB97M-V with the def2-TZVPD basis set) on C28H29N3O3S in the gas phase at a distorted geometry.

The geometry in XYZ format:
```
64
C28H29N3O3S (ωB97M-V with the def2-TZVPD basis set)
C 7.05 -0.35 1.89
O 5.67 -0.27 1.61
C 5.18 0.91 1.12
C 5.94 2.04 0.88
C 5.34 3.20 0.42
C 3.98 3.26 0.20
C 3.21 2.13 0.44
C 3.80 0.95 0.88
C 2.95 -0.22 1.08
N 1.82 -0.23 1.74
N 1.29 -1.46 1.65
C 2.10 -2.18 0.92
S 1.80 -3.82 0.43
C 0.00 -3.63 0.27
C -0.33 -2.48 -0.66
O 0.35 -2.22 -1.62
C -1.58 -1.75 -0.33
C -1.85 -1.31 0.96
C -3.02 -0.61 1.21
C -3.94 -0.36 0.20
C -5.22 0.38 0.50
C -5.32 1.69 -0.29
C -6.60 2.43 0.07
C -7.82 1.56 -0.21
C -7.73 0.25 0.57
C -6.44 -0.49 0.22
C -3.65 -0.79 -1.09
C -2.47 -1.46 -1.36
N 3.18 -1.45 0.53
C 4.18 -1.85 -0.43
C 4.27 -0.82 -1.51
C 3.31 -0.36 -2.37
C 3.93 0.66 -3.13
C 5.21 0.75 -2.67
O 5.43 -0.15 -1.69
H 7.20 -1.36 2.29
H 7.34 0.38 2.65
H 7.65 -0.21 0.99
H 7.01 2.03 1.05
H 5.96 4.07 0.23
H 3.52 4.16 -0.15
H 2.14 2.14 0.28
H -0.43 -3.49 1.27
H -0.37 -4.56 -0.16
H -1.12 -1.45 1.74
H -3.21 -0.26 2.21
H -5.22 0.63 1.57
H -5.31 1.47 -1.36
H -4.45 2.31 -0.07
H -6.66 3.36 -0.51
H -6.58 2.70 1.13
H -8.73 2.10 0.07
H -7.87 1.34 -1.28
H -8.59 -0.37 0.36
H -7.73 0.47 1.65
H -6.47 -0.76 -0.84
H -6.38 -1.42 0.79
H -4.34 -0.59 -1.90
H -2.24 -1.79 -2.37
H 5.15 -1.94 0.06
H 3.88 -2.82 -0.83
H 2.30 -0.71 -2.45
H 3.48 1.25 -3.90
H 6.03 1.37 -2.95
```

- Total charge: 0
- Calculated total energy: -1872.5373 Ha
- SMILES: COc1ccccc1-c1nnc(SCC(=O)c2ccc(C3CCCCC3)cc2)n1Cc1ccco1
- Energy above the lowest of the compared OMol25 structures with the same formula, charge and spin: 138.1 kJ/mol
- HOMO: -8.2 eV

[6]
ORCA calculation (ωB97M-V with the def2-TZVPD basis set) on a molecular structure, C28H29N3O5PPb at a distorted geometry.

The geometry in XYZ format:
```
67
C28H29N3O5PPb (ωB97M-V with the def2-TZVPD basis set)
Pb -1.12 -0.38 -0.57
O -3.72 2.01 -0.72
C -4.56 1.51 0.32
C -3.88 1.48 1.68
N -2.74 0.54 1.82
C -3.17 -0.83 2.10
C -1.98 -1.83 2.14
O -1.95 -2.63 3.05
O -1.08 -1.76 1.20
C -1.89 1.01 2.93
C -0.81 1.96 2.47
O -0.67 3.09 2.81
O 0.09 1.33 1.62
H -3.50 2.93 -0.54
H -4.86 0.51 0.00
H -5.46 2.13 0.40
H -4.64 1.23 2.43
H -3.52 2.49 1.90
H -3.87 -1.15 1.31
H -3.68 -0.90 3.06
H -1.37 0.16 3.38
H -2.49 1.50 3.71
C 1.16 4.37 -2.24
C 0.66 3.24 -2.88
C 0.85 1.99 -2.31
C 1.55 1.86 -1.11
C 2.05 2.99 -0.48
C 1.85 4.24 -1.04
P 1.70 0.17 -0.44
C 3.14 -0.53 -1.29
C 3.94 0.20 -2.16
C 5.03 -0.41 -2.77
C 5.32 -1.74 -2.52
C 4.52 -2.47 -1.65
C 3.43 -1.88 -1.05
C 2.25 0.40 1.28
C 3.46 -0.07 1.79
C 3.73 0.04 3.14
C 2.80 0.61 4.00
C 1.59 1.08 3.51
C 1.32 0.96 2.16
H 1.02 5.35 -2.68
H 0.13 3.34 -3.82
H 0.48 1.11 -2.82
H 2.59 2.90 0.46
H 2.24 5.12 -0.55
H 3.71 1.24 -2.36
H 5.65 0.17 -3.45
H 6.17 -2.20 -3.00
H 4.75 -3.52 -1.46
H 2.79 -2.45 -0.38
H 4.18 -0.51 1.12
H 4.67 -0.33 3.54
H 3.01 0.68 5.06
H 0.87 1.53 4.18
C -1.98 -4.35 -0.46
C -2.42 -3.53 -1.62
N -2.13 -2.27 -1.88
C -2.74 -1.94 -3.07
C -3.41 -3.02 -3.54
N -3.20 -4.01 -2.62
H -1.32 -3.78 0.18
H -1.46 -5.25 -0.81
H -2.84 -4.68 0.12
H -2.66 -0.95 -3.49
H -4.01 -3.17 -4.43
H -3.56 -4.95 -2.67
```

- Total charge: +1
- Calculated total energy: -2158.9107 Ha
- Energy above the lowest of the compared OMol25 structures with the same formula, charge and spin: 0.0 kJ/mol
- HOMO: -11.1 eV

[7]
ORCA calculation (ωB97M-V with the def2-TZVPD basis set) on a molecular structure, C28H30BCl2I2MoN2O6 at a distorted geometry.

The geometry in XYZ format:
```
72
C28H30BCl2I2MoN2O6 (ωB97M-V with the def2-TZVPD basis set)
Mo 0.01 -0.20 0.07
I -1.55 3.94 2.72
C 0.08 2.71 3.06
C 0.88 2.89 4.22
C 1.95 2.08 4.47
I 3.09 2.42 6.18
C 2.28 1.02 3.58
C 3.35 0.11 3.72
C 3.53 -0.88 2.80
C 2.64 -0.99 1.72
N 1.65 -0.15 1.54
C 1.47 0.86 2.45
C 0.37 1.72 2.17
O -0.31 1.46 1.05
H 0.63 3.67 4.91
H 4.01 0.19 4.58
H 4.34 -1.59 2.90
H 2.75 -1.77 0.98
Cl -3.46 -6.62 1.28
C -2.57 -5.14 1.29
C -2.51 -4.39 2.48
C -1.81 -3.21 2.55
Cl -1.74 -2.32 4.02
C -1.14 -2.70 1.40
O -0.46 -1.60 1.49
C -1.22 -3.47 0.22
C -0.58 -3.01 -0.96
O -0.04 -1.90 -1.06
C -1.93 -4.70 0.18
H -3.02 -4.75 3.37
H -0.57 -3.66 -1.84
H -1.97 -5.27 -0.74
C 3.73 -0.63 -3.46
C 3.84 -0.04 -2.07
C 5.17 -0.42 -1.44
O 2.78 -0.64 -1.27
B 1.78 0.31 -1.11
O 2.11 1.53 -1.63
C 3.52 1.50 -2.00
C 4.26 2.22 -0.89
C 3.68 2.23 -3.31
H 3.79 -1.71 -3.38
H 4.53 -0.28 -4.11
H 2.77 -0.37 -3.92
H 5.31 -1.50 -1.54
H 5.21 -0.17 -0.38
H 6.00 0.07 -1.95
H 4.10 1.74 0.08
H 3.89 3.24 -0.82
H 5.34 2.26 -1.09
H 3.03 1.83 -4.08
H 4.71 2.17 -3.66
H 3.43 3.28 -3.17
O -1.21 0.58 -1.23
C -2.26 0.80 -1.89
C -3.42 -0.16 -1.84
C -3.54 -0.97 -3.14
C -4.20 -0.19 -4.28
C -3.46 1.07 -4.72
C -3.37 2.14 -3.63
N -2.31 1.86 -2.65
H -4.34 0.40 -1.67
H -3.25 -0.80 -0.98
H -4.14 -1.85 -2.92
H -2.55 -1.32 -3.45
H -5.22 0.08 -3.97
H -4.31 -0.85 -5.15
H -3.96 1.51 -5.58
H -2.44 0.82 -5.04
H -4.32 2.24 -3.11
H -3.14 3.11 -4.06
H -1.48 2.44 -2.65
```

- Total charge: +1
- Calculated total energy: -3254.7416 Ha
- Energy above the lowest of the compared OMol25 structures with the same formula, charge and spin: 0.0 kJ/mol
- Multiplicity: 3
- HOMO (alpha / beta): -10.1 / -10.4 eV